# 1
This record from the Open Molecules 2025 dataset describes the ion C2H6IN2O with charge +1 at a distorted geometry. The level of theory is the ωB97M-V functional and the def2-TZVPD basis.

Calculated values
* E_HOMO: -13.9 eV
* lowest unoccupied orbital energy: -0.1606 Eh
* calculated total energy: -561.90060 a.u.
* structure (SMILES): NC/[N+](O)=C/I
* net charge: +1

CARTESIAN COORDINATES (ANGSTROEM)
N 1.570325 0.704990 0.133756
C 0.800673 -0.501257 0.004231
N -0.721621 -0.078149 -0.006643
O -0.852486 1.211023 0.184548
C -1.784124 -0.798086 -0.278984
I -3.716519 -0.137967 -0.063475
H 2.199436 1.036251 -0.585894
H 1.932499 0.915965 1.055996
H 0.878914 -0.950080 -1.024398
H 1.069334 -1.202813 0.926258
H 0.150849 1.653432 0.241882
H -1.527279 -1.853314 -0.587273

Atoms 1-3, force components in eV/Å:
-0.5 0.1 0.4
1.0 -0.8 0.3
-0.5 -0.6 -0.4

Here are the Löwdin charges for atoms 1 to 5, given in e: 0.023, -0.100, -0.249, -0.046, -0.564

# 2
This record from the Open Molecules 2025 dataset describes a cluster of 8 separate species, C5H23N2O7 in total at a distorted geometry. The level of theory is the ωB97M-V functional and the def2-TZVPD basis.

Calculated values
* E_HOMO: -13.0 eV
* lowest unoccupied orbital energy: -0.0929 Eh
* calculated total energy: -840.29515 a.u.
* net charge: +1

CARTESIAN COORDINATES (ANGSTROEM)
C -4.001716 0.911950 1.910784
C -3.105449 0.690512 0.694315
C -1.649616 0.629344 0.982795
C -0.843505 1.547054 1.567453
N 0.461874 1.202533 1.264362
C 0.475389 0.071807 0.583915
N -0.801545 -0.285790 0.396309
H -3.529113 0.752182 2.866101
H -4.569069 1.840002 1.943587
H -4.819488 0.185164 1.867085
H -3.219834 1.505799 -0.027624
H -3.562500 -0.077149 0.068751
H -1.037314 2.519765 1.982978
H 1.372321 1.641756 1.567808
H 1.311341 -0.540861 0.297607
H -0.953583 -1.253664 0.143504
H 3.501327 1.677407 1.023706
H 3.215258 1.203742 2.486396
O 2.966251 1.074173 1.568080
H -2.143662 -0.870386 -3.729622
H -2.565450 0.040964 -2.517385
O -1.856268 -0.457980 -2.913557
H -0.227465 -2.048175 -2.895009
H -0.251723 -3.444920 -3.353378
O 0.088548 -2.592117 -3.631180
H 2.402183 -2.783658 2.786183
H 2.338979 -1.410103 2.167637
O 2.245251 -2.344646 1.945679
H 3.355514 3.264379 -1.201036
H 2.567254 3.734215 -0.058025
O 3.230024 3.061055 -0.264899
H 1.713786 -0.481124 -2.411231
H 2.903610 0.395333 -2.773674
O 2.380064 0.099261 -2.025794
H 0.838805 -3.396657 -0.057336
H 1.273208 -3.095809 -1.407612
O 0.496299 -2.965351 -0.847678

Atoms 1-3, force components in eV/Å:
-1.4 -0.5 0.0
-0.8 0.9 -0.4
-0.2 -0.4 -0.5

Here are the Löwdin charges for atoms 1 to 5, given in e: -0.082, -0.178, -0.214, 0.014, 0.099

# 3
This record from the Open Molecules 2025 dataset describes a cluster of 2 separate species, CH6S2 in total. The level of theory is the ωB97M-V functional and the def2-TZVPD basis.

Calculated values
* E_HOMO: -8.8 eV
* lowest unoccupied orbital energy: 0.0116 Eh
* calculated total energy: -838.04370 a.u.
* structure (SMILES): SS.C

CARTESIAN COORDINATES (ANGSTROEM)
S 1.853029 -0.393953 0.666221
S 3.232853 -0.099819 -0.846882
H 1.944600 -1.718443 0.854791
H 3.012116 -1.172086 -1.615405
C -8.579823 1.053276 0.364859
H -8.625095 0.044049 0.767929
H -7.865888 1.073092 -0.453872
H -8.317032 1.690919 1.198210
H -9.584710 1.360626 0.100537

Atoms 1-3, force components in eV/Å:
-0.6 0.0 -0.1
0.6 0.0 0.1
0.3 0.0 0.0

Here are the Löwdin charges for atoms 1 to 5, given in e: 0.207, 0.208, -0.206, -0.209, -0.050

Question: The highest E_HOMO belongs to which entry?
Answer: CH6S2

Question: Look up the E_HOMO of the second one.
Answer: -13.0 eV